Entry 1:
58
Properties=species:S:1:pos:R:3 method="wB97M-V/def2-TZVPD" de_lowest_kj_mol=193.7 homo_ev=-10.14 total_charge=+1 lumo_energy_ev=-3.168
C 0.46 1.58 1.53
C -0.51 2.18 0.65
C -1.76 2.24 1.34
H -0.29 2.51 -0.37
C -1.55 1.71 2.66
C -0.18 1.35 2.79
H 0.35 1.05 3.69
H 1.49 1.32 1.28
H -2.70 2.59 0.92
H -2.28 1.60 3.45
La -1.30 -0.40 1.00
C -0.58 -1.84 -0.68
H -1.13 -2.43 0.09
H 0.44 -2.19 -0.78
H -1.09 -2.01 -1.64
Si 1.05 0.47 -2.02
C 2.47 -0.49 -2.82
C 3.45 0.50 -3.10
H 3.30 1.55 -2.82
C 4.66 0.17 -3.70
H 5.39 0.98 -3.89
C 4.91 -1.17 -4.08
H 5.89 -1.40 -4.53
C 3.93 -2.15 -3.83
H 4.10 -3.21 -4.07
C 2.69 -1.82 -3.23
H 1.92 -2.59 -3.13
C -0.72 0.78 -2.77
C -0.53 1.88 -3.66
H 0.41 2.10 -4.17
C -1.48 2.90 -3.76
H -1.25 3.80 -4.37
C -2.65 2.78 -2.99
H -3.31 3.65 -2.92
C -2.97 1.62 -2.29
H -3.87 1.47 -1.68
C -2.03 0.58 -2.27
H -2.38 -0.34 -1.78
H 1.12 0.37 -0.43
H 1.48 1.80 -2.31
N -4.49 -0.18 2.78
C -3.58 -0.90 3.48
N -2.36 -1.24 3.01
C -1.50 -1.78 4.01
C -2.17 -1.91 5.20
S -3.78 -1.29 5.19
C -0.08 -1.88 3.74
C 0.95 -1.87 4.68
S 2.46 -1.41 4.00
C 1.73 -1.50 2.36
N 0.39 -1.69 2.42
N 2.46 -1.19 1.25
H -5.39 0.04 3.23
H -4.32 0.06 1.80
H -1.71 -2.29 6.11
H 0.78 -1.99 5.73
H 3.44 -0.91 1.43
H 2.23 -1.56 0.33



Entry 2:
57
Properties=species:S:1:pos:R:3 method="wB97M-V/def2-TZVPD" de_lowest_kj_mol=0.0 smiles="COc1cccc(NC(=O)c2ccc(NC(=O)[C@H]3CC(=O)OC34CCCCC4)cc2)c1" homo_ev=-8.24 total_charge=0 lumo_energy_ev=0.556
C -6.62 -3.01 0.79
O -5.38 -2.36 0.69
C -5.36 -1.05 0.29
C -6.49 -0.30 -0.05
C -6.34 1.02 -0.44
C -5.09 1.61 -0.51
C -3.96 0.86 -0.18
N -2.67 1.38 -0.24
C -2.27 2.66 -0.46
O -2.99 3.62 -0.66
C -0.77 2.75 -0.39
C -0.16 3.51 0.59
C 1.21 3.46 0.76
C 1.98 2.64 -0.07
N 3.37 2.52 0.17
C 4.10 1.53 0.74
O 5.30 1.63 0.82
C 3.42 0.27 1.30
C 2.04 0.44 1.94
C 1.09 -0.08 0.88
O -0.11 0.03 0.87
O 1.76 -0.72 -0.07
C 3.16 -0.83 0.23
C 3.98 -0.67 -1.05
C 3.65 -1.77 -2.05
C 3.91 -3.14 -1.45
C 3.08 -3.32 -0.18
C 3.42 -2.22 0.83
C 1.38 1.98 -1.13
C 0.01 2.02 -1.28
C -4.11 -0.46 0.22
H -6.40 -4.02 1.13
H -7.13 -3.06 -0.18
H -7.28 -2.52 1.52
H -7.48 -0.73 0.00
H -7.21 1.59 -0.70
H -4.99 2.64 -0.82
H -1.94 0.72 0.02
H -0.77 4.12 1.25
H 1.69 4.02 1.55
H 3.94 3.32 -0.07
H 4.14 -0.11 2.02
H 1.79 1.46 2.22
H 1.94 -0.19 2.82
H 3.79 0.31 -1.50
H 5.04 -0.71 -0.78
H 4.25 -1.63 -2.95
H 2.60 -1.69 -2.33
H 3.66 -3.92 -2.17
H 4.97 -3.24 -1.21
H 3.28 -4.29 0.27
H 2.02 -3.26 -0.43
H 4.47 -2.29 1.11
H 2.81 -2.35 1.73
H 1.98 1.41 -1.82
H -0.46 1.47 -2.08
H -3.24 -1.05 0.48



Entry 3:
57
Properties=species:S:1:pos:R:3 method="wB97M-V/def2-TZVPD" de_lowest_kj_mol=4.4 smiles="CCOC(=O)[C@H](C)Oc1cccc2c(=O)n(CC(=O)NCCc3ccccc3)ccc12" homo_ev=-7.93 total_charge=0 lumo_energy_ev=0.550
C 7.62 1.55 0.03
C 6.16 1.83 -0.28
O 5.39 0.67 0.06
C 4.21 0.53 -0.55
O 3.75 1.30 -1.33
C 3.55 -0.78 -0.10
C 4.37 -1.97 -0.60
O 2.25 -0.77 -0.64
C 1.25 -1.47 -0.04
C 1.39 -2.32 1.04
C 0.28 -2.97 1.58
C -0.97 -2.78 1.05
C -1.14 -1.93 -0.05
C -2.47 -1.71 -0.58
O -3.49 -2.20 -0.09
N -2.56 -0.90 -1.69
C -3.87 -0.69 -2.27
C -4.58 0.48 -1.56
O -4.71 1.57 -2.08
N -5.03 0.14 -0.34
C -5.53 1.12 0.59
C -4.62 1.23 1.82
C -3.16 1.38 1.46
C -2.74 2.31 0.51
C -1.40 2.42 0.19
C -0.45 1.63 0.82
C -0.86 0.71 1.77
C -2.21 0.58 2.08
C -1.48 -0.25 -2.21
C -0.24 -0.40 -1.72
C -0.03 -1.27 -0.61
H 8.21 2.42 -0.21
H 7.74 1.30 1.08
H 7.97 0.71 -0.57
H 6.00 2.05 -1.34
H 5.79 2.67 0.31
H 3.52 -0.77 1.00
H 3.90 -2.90 -0.30
H 4.42 -1.94 -1.69
H 5.38 -1.92 -0.19
H 2.36 -2.50 1.49
H 0.42 -3.63 2.42
H -1.84 -3.27 1.46
H -4.46 -1.61 -2.15
H -3.77 -0.45 -3.33
H -4.79 -0.78 0.02
H -5.59 2.07 0.05
H -6.54 0.84 0.91
H -4.74 0.34 2.43
H -4.94 2.09 2.41
H -3.46 2.94 0.01
H -1.09 3.14 -0.56
H 0.59 1.73 0.57
H -0.14 0.09 2.27
H -2.52 -0.15 2.81
H -1.70 0.40 -3.05
H 0.60 0.12 -2.14



Entry 4:
57
Properties=species:S:1:pos:R:3 method="wB97M-V/def2-TZVPD" multiplicity=2 homo_ev="-6.53 / -6.69" total_charge=0 lumo_energy_ev="0.139 / -0.004"
Ti 0.41 0.24 -1.07
C -1.26 -1.87 0.49
N 0.00 -1.48 -0.14
C 0.86 -2.41 -0.45
C 1.75 -2.12 -1.52
C 2.83 -2.81 -2.08
C 3.22 -2.06 -3.19
C 2.38 -0.95 -3.25
N 1.48 -0.97 -2.25
C -2.27 -2.28 -0.57
C -2.34 -1.62 -1.80
C -3.24 -2.03 -2.77
C -4.09 -3.10 -2.53
C -4.03 -3.76 -1.31
C -3.12 -3.35 -0.34
H -1.64 -1.03 1.07
H -1.10 -2.71 1.18
H 0.82 -3.38 0.02
H 3.26 -3.72 -1.71
H 4.02 -2.29 -3.88
H 2.38 -0.15 -3.98
H -1.70 -0.77 -2.00
H -3.28 -1.50 -3.71
H -4.79 -3.42 -3.29
H -4.69 -4.59 -1.11
H -3.08 -3.88 0.61
C 1.80 0.51 2.27
Si 2.99 1.03 0.83
C 3.88 2.45 1.69
C 4.08 -0.47 0.74
C 2.22 1.43 -0.77
H 2.36 0.30 3.19
H 1.19 -0.36 2.02
H 1.21 2.42 2.68
H 4.31 2.13 2.64
H 3.21 3.30 1.87
H 4.69 2.83 1.06
H 4.73 -0.58 1.62
H 4.71 -0.42 -0.15
H 3.47 -1.38 0.65
H 2.96 1.31 -1.57
H 1.83 2.45 -0.78
O 0.77 1.55 2.73
C -0.41 1.58 1.86
N -0.14 1.28 0.58
C -1.11 1.78 -0.19
O -0.98 1.48 -1.51
C -2.04 2.47 0.62
C -3.24 3.17 0.35
C -3.89 3.78 1.38
C -3.38 3.73 2.71
C -2.23 3.06 3.01
C -1.53 2.41 1.96
H -3.63 3.21 -0.66
H -4.81 4.32 1.19
H -3.93 4.22 3.50
H -1.86 3.01 4.03



Entry 5:
56
Properties=species:S:1:pos:R:3 method="wB97M-V/def2-TZVPD" de_lowest_kj_mol=26.3 smiles="CN(CCNC(=O)c1cc2c(=O)n(C)c3ccccc3c2n1C)Cc1ccccc1" homo_ev=-7.95 total_charge=0 lumo_energy_ev=0.500
C 0.58 -0.73 -4.34
N -0.39 0.09 -3.65
C -1.76 -0.28 -3.98
C -2.19 -1.54 -3.21
N -1.86 -1.40 -1.81
C -0.81 -2.07 -1.27
O -0.28 -3.02 -1.85
C -0.42 -1.57 0.06
C -1.10 -0.65 0.83
C -0.33 -0.43 1.98
C -0.59 0.47 3.07
O -1.55 1.22 3.14
N 0.38 0.45 4.06
C 0.15 1.34 5.19
C 1.51 -0.34 4.03
C 2.43 -0.29 5.09
C 3.57 -1.05 5.09
C 3.84 -1.90 4.02
C 2.96 -1.97 2.97
C 1.79 -1.21 2.94
C 0.81 -1.23 1.89
N 0.74 -1.92 0.72
C 1.71 -2.86 0.20
C -0.16 1.51 -3.80
C -0.92 2.28 -2.75
C -1.79 3.31 -3.08
C -2.48 3.98 -2.09
C -2.33 3.63 -0.77
C -1.46 2.61 -0.42
C -0.76 1.94 -1.41
H 0.44 -1.77 -4.07
H 1.58 -0.43 -4.04
H 0.50 -0.64 -5.44
H -2.41 0.55 -3.67
H -1.90 -0.44 -5.06
H -3.26 -1.69 -3.33
H -1.66 -2.43 -3.58
H -2.14 -0.53 -1.39
H -2.05 -0.20 0.64
H -0.79 1.86 4.98
H 0.95 2.07 5.27
H 0.06 0.78 6.11
H 2.24 0.36 5.93
H 4.26 -0.99 5.92
H 4.74 -2.50 4.02
H 3.19 -2.63 2.15
H 2.67 -2.37 0.06
H 1.82 -3.70 0.88
H 1.35 -3.23 -0.76
H 0.91 1.68 -3.65
H -0.42 1.88 -4.80
H -1.92 3.58 -4.12
H -3.16 4.78 -2.37
H -2.87 4.16 0.00
H -1.34 2.33 0.62
H -0.08 1.14 -1.15



Entry 6:
63
Properties=species:S:1:pos:R:3 method="wB97M-V/def2-TZVPD" smiles="CCN(c1ccccc1)S(=O)(=O)c1ccc(OC)c(NC(=O)Cn2cnc3c2c(=O)n(C)c(=O)n3C)c1" homo_ev=-8.65 total_charge=0 lumo_energy_ev=0.354
C 2.20 3.98 4.36
C 0.80 3.65 3.85
N 0.90 2.98 2.56
C 0.02 1.90 2.33
C -1.34 1.95 2.64
C -2.16 0.87 2.37
C -1.64 -0.27 1.79
C -0.29 -0.33 1.47
C 0.53 0.75 1.73
S 0.83 4.12 1.30
O 1.92 5.03 1.48
O -0.49 4.69 1.23
C 1.13 3.08 -0.12
C 2.43 2.87 -0.53
C 2.68 1.97 -1.55
C 1.64 1.24 -2.11
O 1.78 0.31 -3.09
C 3.07 0.00 -3.56
C 0.32 1.45 -1.66
N -0.67 0.64 -2.22
C -1.99 0.65 -1.94
O -2.58 1.45 -1.24
C -2.75 -0.53 -2.59
N -2.74 -1.62 -1.66
C -3.67 -1.93 -0.74
N -3.32 -2.93 0.05
C -2.09 -3.28 -0.37
C -1.69 -2.48 -1.44
C -0.44 -2.66 -2.10
O -0.02 -2.01 -3.05
N 0.30 -3.69 -1.53
C 1.60 -3.98 -2.10
C -0.06 -4.50 -0.45
O 0.69 -5.36 -0.05
N -1.29 -4.27 0.12
C -1.73 -5.06 1.25
C 0.07 2.39 -0.68
H 2.70 4.63 3.65
H 2.14 4.47 5.33
H 2.78 3.06 4.47
H 0.21 4.57 3.76
H 0.29 2.98 4.55
H -1.74 2.85 3.08
H -3.21 0.92 2.61
H -2.28 -1.11 1.59
H 0.12 -1.22 1.01
H 1.58 0.71 1.49
H 3.22 3.43 -0.06
H 3.70 1.82 -1.88
H 2.92 -0.78 -4.31
H 3.55 0.86 -4.03
H 3.71 -0.38 -2.76
H -0.30 -0.12 -2.80
H -3.78 -0.23 -2.77
H -2.27 -0.84 -3.52
H -4.61 -1.41 -0.65
H 1.62 -5.00 -2.48
H 2.37 -3.88 -1.33
H 1.78 -3.27 -2.91
H -1.05 -5.91 1.34
H -2.75 -5.40 1.07
H -1.70 -4.46 2.16
H -0.93 2.59 -0.34



Entry 7:
53
Properties=species:S:1:pos:R:3 method="wB97M-V/def2-TZVPD" homo_ev=-2.72 total_charge=-1 lumo_energy_ev=2.319
C -0.57 -0.69 2.52
C 0.77 -0.17 2.48
C 0.72 1.14 1.90
H 1.64 -0.66 2.91
C -0.66 1.44 1.62
C -1.45 0.31 2.00
H -2.53 0.24 1.96
H -0.86 -1.63 2.99
H 1.56 1.81 1.76
H -1.02 2.39 1.21
C 1.14 -0.64 -1.94
C 0.77 -1.96 -1.53
C -0.65 -2.04 -1.48
H 1.44 -2.80 -1.39
C -1.17 -0.77 -1.90
C -0.07 0.09 -2.18
H -0.12 1.12 -2.56
H 2.15 -0.31 -2.14
H -1.23 -2.95 -1.30
H -2.23 -0.53 -2.03
Sn 0.02 -0.37 0.18
O 0.08 3.50 -0.87
C 1.32 4.13 -0.51
C 0.08 4.99 -0.58
H 1.72 3.87 0.48
H 2.03 4.26 -1.33
H -0.38 5.22 0.38
H -1.08 7.48 -0.47
C -0.71 7.22 -1.47
C -0.13 5.94 -1.68
C 0.38 5.68 -2.98
H 0.87 4.72 -3.18
C 0.30 6.64 -3.99
H 0.71 6.41 -4.97
C -0.27 7.90 -3.76
H -0.31 8.64 -4.55
C -0.77 8.18 -2.48
H -1.21 9.16 -2.29
C -0.94 -4.29 1.50
C 0.50 -4.00 1.55
C 1.52 -4.88 2.03
C 2.74 -4.20 1.88
C 2.42 -2.93 1.31
C 3.38 -1.88 0.96
N 1.07 -2.84 1.13
H -1.52 -3.53 2.05
H -1.12 -5.26 1.98
H -1.30 -4.36 0.47
H 1.33 -5.87 2.43
H 3.74 -4.52 2.12
H 3.95 -1.58 1.85
H 4.11 -2.27 0.23
H 2.89 -0.99 0.53



Entry 8:
64
Properties=species:S:1:pos:R:3 method="wB97M-V/def2-TZVPD" de_lowest_kj_mol=0.0 homo_ev=-8.35 total_charge=0 lumo_energy_ev=-0.158
Ag -1.42 -0.23 1.10
C -3.31 0.98 4.77
C -2.06 0.31 5.33
S -0.92 -0.40 4.08
C 0.52 0.71 4.13
C 0.30 2.15 3.71
S -0.12 2.36 1.94
C -1.62 3.40 2.04
C -2.88 2.68 2.52
S -3.10 2.74 4.33
H -4.10 0.98 5.52
H -3.68 0.46 3.89
H -2.35 -0.54 5.95
H -1.48 1.01 5.94
H 1.22 0.22 3.46
H 0.92 0.69 5.14
H 1.22 2.70 3.88
H -0.50 2.62 4.28
H -1.76 3.74 1.01
H -1.38 4.26 2.66
H -2.86 1.64 2.23
H -3.76 3.14 2.07
S 0.87 -1.27 1.05
Sb 1.10 -1.08 -1.23
C 1.08 -3.04 -2.07
C 1.81 -3.98 -1.36
C 1.84 -5.30 -1.80
C 1.15 -5.66 -2.95
C 0.42 -4.72 -3.65
C 0.39 -3.40 -3.22
C 3.16 -0.56 -1.34
C 3.63 0.44 -0.50
C 4.99 0.74 -0.47
C 5.87 0.02 -1.26
C 5.41 -0.99 -2.09
C 4.05 -1.28 -2.13
C 0.12 0.50 -2.29
C -0.65 0.29 -3.42
C -1.22 1.38 -4.06
C -1.01 2.66 -3.57
C -0.22 2.86 -2.45
C 0.35 1.78 -1.80
H 2.33 -3.70 -0.46
H 2.41 -6.03 -1.25
H 1.16 -6.69 -3.28
H -0.12 -5.00 -4.55
H -0.19 -2.67 -3.78
H 2.94 0.98 0.14
H 5.35 1.52 0.19
H 6.93 0.23 -1.21
H 6.10 -1.56 -2.69
H 3.69 -2.07 -2.78
H -0.84 -0.70 -3.80
H -1.84 1.23 -4.93
H -1.48 3.51 -4.05
H -0.06 3.86 -2.06
H 0.95 1.94 -0.91
F -5.19 -1.31 -0.91
Te -3.91 -0.04 -0.41
F -2.71 1.46 -0.42
F -5.24 1.27 -0.17
F -4.04 0.44 -2.22
F -2.55 -1.20 -1.11
O -3.70 -0.44 1.29



Values of largest force on an atom, in order: 3.00, 0.99, 0.91, 2.15, 0.97, 1.43, 2.68, 3.92, all in eV/A.